Entry 1:
This record from the Open Molecules 2025 dataset describes a cluster of 2 separate species, C5H11NO in total in a non-equilibrium geometry. The level of theory is the ωB97M-V functional and the def2-TZVPD basis.

For the max |F|, the calculation gives 4.09 eV Å⁻¹. The relative energy (zero: lowest compared OMol25 entry of this formula, charge and spin) comes out at 6.257 eV. For the total energy, the calculation gives -326.9014 Ha. The HOMO energy is -8.50 eV. Its spin multiplicity is 1. As for the net charge: 0. For the HOMO-LUMO gap, the calculation gives 0.3402 Ha.

Positions of all 18 atoms, in Å:
O 1.961 1.768 0.062
N 2.360 0.443 0.356
C 3.806 0.089 0.022
C -2.175 -0.067 -0.019
C 1.422 -0.435 0.593
C -2.939 -1.340 0.130
C -2.807 1.050 -0.502
H -3.134 -1.757 -0.873
H -3.860 -1.032 0.551
H 4.300 1.041 0.195
H -2.277 -1.973 0.673
H -1.068 -0.085 0.031
H 4.169 -0.788 0.468
H -3.836 1.096 -0.642
H 1.736 -1.437 0.832
H 3.672 -0.117 -1.020
H -2.252 1.900 -0.826
H 0.921 1.646 -0.030

Results of the Mulliken charge analysis, in e, for atoms 1 through 2:
1. O -0.470
2. N 0.148

Entry 2:
This record from the Open Molecules 2025 dataset describes a structure of composition C31H61IN2PReSi4 in a non-equilibrium geometry. The level of theory is the ωB97M-V functional and the def2-TZVPD basis.

For the max |F|, the calculation gives 1.64 eV Å⁻¹. The relative energy (zero: lowest compared OMol25 entry of this formula, charge and spin) comes out at 0.374 eV. For the total energy, the calculation gives -3201.7133 Ha. The HOMO energy (spin up / spin down) is -15.02 / -15.15 eV. Its spin multiplicity is 2. As for the net charge: +3. For the HOMO-LUMO gap (spin up / spin down), the calculation gives 0.1996 / 0.2024 Ha.

Positions of all 101 atoms, in Å:
Re 0.629 -0.076 0.007
I 0.390 -1.218 2.449
P 1.325 -0.384 -2.290
Si -3.047 1.219 0.588
Si -0.467 3.887 -1.053
Si -0.322 3.040 2.683
Si -0.712 1.812 0.489
N -1.479 -3.580 0.137
N -2.783 -5.733 0.359
C 2.405 -0.770 2.871
C -1.969 -4.002 -1.183
C 4.273 -0.908 4.345
C -2.899 -5.234 -1.055
C 2.959 0.902 -4.256
C -0.611 -4.629 0.684
C -1.221 -0.707 -3.448
C -3.344 0.382 2.237
C -1.341 -5.996 0.697
C -1.003 4.755 2.617
C -3.357 -4.715 1.305
C 4.994 -0.149 3.471
C 4.700 1.495 0.162
C -3.458 -0.048 -0.731
C -1.136 2.947 -2.514
C 2.724 -1.557 -2.117
C 3.385 1.143 -0.190
C 2.931 -1.223 4.044
C 1.544 3.062 2.761
C 0.171 -1.330 -3.349
C -1.506 5.345 -0.638
C 4.433 0.309 2.253
C -1.072 2.091 4.083
C 5.208 1.092 1.363
C 2.544 0.428 0.647
C 1.730 1.060 -3.356
C -4.042 2.769 0.357
C 3.215 -2.311 -3.357
C 1.366 4.151 -1.033
C 3.093 -0.019 1.904
C -2.629 -3.375 1.029
H -3.303 -2.659 0.562
H -5.108 2.521 0.414
H -0.922 1.012 4.030
H -2.487 -0.221 2.549
H -3.945 -4.989 -1.229
H -1.008 5.132 3.646
H 1.837 1.941 -2.722
H 1.720 4.403 -2.039
H 3.028 1.463 -1.160
H -2.285 -2.942 1.968
H 1.887 3.259 -0.689
H -2.459 5.072 -0.185
H 3.890 -3.103 -3.034
H -2.508 -3.176 -1.645
H 1.890 2.675 3.725
H 2.345 -1.808 4.742
H -2.621 -6.042 -1.728
H 0.835 1.218 -3.960
H 0.627 -1.388 -4.340
H -0.951 -6.686 -0.048
H -1.724 5.863 -1.579
H -2.691 -0.828 -0.768
H 1.638 4.978 -0.374
H 2.010 2.476 1.971
H 2.402 -2.782 -3.911
H -0.800 3.432 -3.439
H 3.768 -1.671 -4.037
H -2.024 4.819 2.240
H -4.416 -0.529 -0.505
H -0.997 6.048 0.016
H -3.862 3.222 -0.621
H -1.593 -0.406 -2.469
H -4.427 -4.653 1.124
H -4.215 -0.276 2.161
H -1.302 -6.482 1.669
H 3.851 0.641 -3.685
H -2.229 2.955 -2.515
H -0.315 -4.346 1.693
H -0.796 1.910 -2.524
H -3.198 -5.077 2.319
H -3.544 0.396 -1.727
H 2.802 0.144 -5.023
H 3.153 1.846 -4.765
H 5.304 2.076 -0.524
H 0.118 -2.348 -2.958
H 4.709 -1.263 5.268
H -3.838 3.514 1.130
H 2.353 -2.288 -1.385
H -1.929 -1.411 -3.884
H 6.018 0.122 3.701
H -3.548 1.099 3.034
H 1.904 4.092 2.670
H 3.543 -1.034 -1.625
H -2.139 2.288 4.187
H -3.307 -6.603 0.449
H -1.111 -4.239 -1.811
H 6.216 1.363 1.658
H 0.292 -4.697 0.080
H -0.362 5.410 2.029
H -0.575 2.454 4.990
H -1.223 0.180 -4.084

Results of the Mulliken charge analysis, in e, for atoms 1 through 2:
1. Re 0.826
2. I 0.104

Entry 3:
This record from the Open Molecules 2025 dataset describes a structure of composition C27H28F4MoN6O4 in a non-equilibrium geometry. The level of theory is the ωB97M-V functional and the def2-TZVPD basis.

For the max |F|, the calculation gives 1.05 eV Å⁻¹. For the total energy, the calculation gives -2142.2520 Ha. The HOMO energy (spin up / spin down) is -14.59 / -14.59 eV. Its spin multiplicity is 1. As for the net charge: +2. For the HOMO-LUMO gap (spin up / spin down), the calculation gives 0.2614 / 0.2615 Ha.

Positions of all 70 atoms, in Å:
Mo -0.277 0.314 -0.442
F 1.570 2.419 1.318
F -0.701 -0.447 4.364
F 0.545 0.685 6.281
F 2.855 3.456 3.287
O -0.135 0.540 -2.253
O 2.594 -6.289 -0.264
O 4.337 -5.607 0.815
O -0.520 0.936 -4.423
N -0.076 -1.842 -0.549
N -0.440 0.406 1.563
N 3.310 -5.423 0.203
N -2.628 0.290 -0.261
N 1.870 -0.012 -0.447
N -0.222 2.701 -0.695
C 1.971 2.504 3.578
C -0.148 3.401 -2.032
C 1.186 -2.303 -0.300
C 0.420 -4.575 -0.364
C 2.842 0.871 -0.635
C -3.118 -0.370 -2.729
C 4.558 -0.734 -0.280
C -2.695 -0.558 0.955
C -0.061 1.314 -3.403
C -1.019 -2.731 -0.816
C -3.189 1.630 0.102
C 3.554 -1.708 -0.139
C 4.195 0.553 -0.568
C 2.228 -1.310 -0.258
C 0.111 0.552 4.011
C 0.598 2.630 -3.123
C 1.741 2.120 4.876
C -1.758 -0.112 2.048
C 0.805 1.134 5.061
C 2.871 -4.008 0.041
C -0.815 -4.101 -0.715
C -3.434 2.526 -1.099
C 1.488 -3.662 -0.197
C 1.286 1.925 2.535
C 0.306 0.938 2.675
C -3.560 -0.342 -1.280
C 3.847 -3.091 0.065
H -1.981 -2.346 -1.122
H -3.066 0.622 -3.175
H 4.934 1.327 -0.725
H -2.224 0.659 2.657
H -2.672 2.381 -1.859
H -3.772 -1.354 -0.941
H -2.470 -1.578 0.677
H -3.710 -0.560 1.356
H -1.156 3.601 -2.373
H 5.603 -1.014 -0.190
H -2.156 -0.851 -2.873
H 2.544 1.888 -0.829
H -0.986 3.127 -0.184
H 2.270 2.562 5.710
H 0.600 2.970 -0.173
H 4.871 -3.409 0.212
H 0.334 4.368 -1.896
H -3.441 3.575 -0.795
H 0.586 -5.633 -0.253
H 0.598 3.209 -4.041
H -1.601 -0.971 2.686
H -1.635 -4.779 -0.910
H 1.638 2.449 -2.839
H -4.131 1.468 0.632
H -2.507 2.092 0.814
H -4.398 2.328 -1.566
H -3.857 -0.938 -3.298
H -4.511 0.187 -1.207

Results of the Mulliken charge analysis, in e, for atoms 1 through 2:
1. Mo 0.293
2. F -0.386

What is the formula in the second record?
C31H61IN2PReSi4

Among the records above, which one has the highest max |F|?
C5H11NO

Among the records above, which one has the highest max |F|?
C5H11NO

Look up the net charge of the third one.
+2